A molecular structure, C33H25AgGeN4O2S. Source: the OMol25 dataset; level of theory: wB97M-V/def2-TZVPD.

Positions of all 67 atoms, in Å:
Ag: -0.78696 -0.98924 -0.14019
S: 1.80406 -2.19010 -6.89379
N: 2.41100 -2.68772 -5.48450
C: 1.81300 -1.97594 -4.54642
C: 2.05342 -2.08625 -3.11683
C: 2.95787 -2.99931 -2.57100
C: 3.13701 -3.02515 -1.20991
C: 2.40860 -2.12721 -0.42788
N: 1.52733 -1.27887 -0.92516
C: 1.33645 -1.25287 -2.25650
C: 0.31796 -0.30447 -2.79208
N: -0.38635 0.42875 -1.90742
C: -1.27766 1.29451 -2.36002
C: -1.53811 1.48332 -3.71677
C: -0.84549 0.72538 -4.62754
C: 0.10422 -0.18812 -4.16662
C: 0.86927 -1.04439 -5.05854
N: 0.76851 -1.06707 -6.37524
H: 3.49516 -3.66695 -3.23304
H: 3.82171 -3.71854 -0.74117
H: 2.53605 -2.10400 0.64948
H: -1.81611 1.85508 -1.60514
H: -2.28080 2.20407 -4.03032
H: -1.01677 0.81352 -5.69301
O: -0.87934 -1.31935 2.18984
C: -2.10157 -0.97570 2.19598
O: -2.66636 -0.40545 1.23263
C: -2.92298 -1.37786 3.41412
C: -2.26808 -2.50468 4.21854
Ge: -1.63497 -4.02018 3.12788
C: -1.93158 -3.82890 1.19562
C: -3.22354 -3.66335 0.70531
C: -3.45680 -3.41702 -0.64403
C: -2.39471 -3.35682 -1.53096
C: -1.09277 -3.55476 -1.06633
C: -0.86593 -3.78190 0.28944
C: -2.71312 -5.60465 3.57562
C: -3.95757 -5.44648 4.18880
C: -4.78464 -6.53720 4.43374
C: -4.37622 -7.81276 4.07060
C: -3.14751 -7.98995 3.44740
C: -2.33079 -6.89505 3.19691
C: 0.25965 -4.35541 3.46032
C: 0.70284 -5.49687 4.12959
C: 2.05539 -5.70050 4.37806
C: 2.98764 -4.75905 3.96559
C: 2.55974 -3.60719 3.31578
C: 1.20747 -3.40333 3.06741
H: -3.91489 -1.66191 3.05808
H: -3.05924 -0.48177 4.02604
H: -2.94345 -2.88150 4.98863
H: -1.37630 -2.12697 4.71916
H: -4.06857 -3.71669 1.38470
H: -4.46862 -3.26988 -1.00099
H: -2.57325 -3.18788 -2.58633
H: -0.27032 -3.60929 -1.77229
H: 0.14429 -3.96418 0.63909
H: -4.29373 -4.45782 4.48321
H: -5.74769 -6.39142 4.90893
H: -5.01430 -8.66530 4.26708
H: -2.82867 -8.98195 3.14979
H: -1.38928 -7.04882 2.67979
H: -0.01172 -6.23392 4.47552
H: 2.37973 -6.59260 4.90036
H: 4.04119 -4.91483 4.16271
H: 3.28390 -2.85587 3.01834
H: 0.87040 -2.48864 2.58783

Forces on the atoms, in the same order (eV/Å):
-0.13 0.12 0.45
0.04 -0.08 -0.21
-0.03 0.04 -0.03
-0.07 0.06 0.17
-0.03 0.02 -0.13
0.03 -0.04 -0.08
0.04 0.01 0.04
-0.04 0.01 0.10
0.00 -0.02 -0.40
-0.04 0.14 0.09
0.10 0.10 0.12
0.18 -0.21 -0.43
-0.01 -0.01 0.09
-0.03 0.08 0.01
0.02 -0.04 -0.10
0.09 -0.07 -0.07
-0.04 0.05 0.18
0.05 -0.03 0.01
0.00 0.02 0.03
0.00 0.02 -0.01
-0.04 -0.04 -0.03
-0.03 -0.03 0.00
0.02 -0.02 0.01
0.00 0.01 0.02
-0.26 0.19 0.15
0.13 -0.15 -0.14
0.01 -0.06 0.22
0.04 -0.04 -0.01
-0.02 0.11 -0.19
-0.13 -0.11 0.00
0.08 0.08 -0.05
0.05 0.01 -0.02
-0.01 0.00 0.02
0.03 -0.01 0.00
-0.07 -0.14 -0.01
-0.17 -0.15 -0.01
-0.05 -0.02 0.07
0.07 -0.09 0.02
0.02 -0.03 -0.01
0.01 0.05 0.01
0.02 0.04 -0.01
-0.07 0.06 -0.04
0.08 0.01 0.05
0.03 0.07 -0.04
0.02 0.02 -0.01
-0.05 0.01 -0.01
-0.03 -0.04 0.02
0.07 -0.01 -0.01
-0.01 0.03 -0.01
-0.03 -0.02 0.04
0.01 0.06 0.02
0.01 -0.02 0.01
0.01 0.01 -0.02
0.02 -0.01 0.01
0.00 0.02 0.01
0.02 0.10 0.03
0.01 0.09 0.00
-0.01 -0.04 0.00
0.03 0.00 -0.01
0.00 0.01 -0.01
0.00 0.02 0.01
0.01 0.00 0.03
-0.01 -0.01 -0.01
-0.01 0.01 -0.01
-0.01 0.00 0.00
-0.02 -0.02 0.01
0.04 -0.10 0.07

Values from the calculation:
Relative energy (zero: lowest compared OMol25 entry of this formula, charge and spin)   9.98 kcal per mole
LUMO   -0.9 eV
Gap between HOMO and LUMO   7.2 eV
E_HOMO   -8.151 eV
E   -4264.17897 a.u.
Net charge   0

---

C6H7NO in the gas phase. Source: the OMol25 dataset; level of theory: wB97M-V/def2-TZVPD.

Positions of all 15 atoms, in Å:
C: -2.69258 -0.20670 0.10897
C: -1.14113 -0.37692 -0.25225
C: 0.71689 -1.27571 -0.18202
C: 1.01056 0.24756 -0.38124
C: 2.39530 0.55840 0.11881
C: -0.14983 0.81079 -0.13733
H: -2.70609 -1.07047 0.96984
H: -2.78642 0.86296 0.50047
H: -3.23255 -0.32907 -0.97400
H: 2.98768 0.83656 -0.84901
H: 2.59400 -0.20088 0.87312
H: 2.63268 1.69150 0.58735
H: -0.74844 1.89389 -0.25790
N: -0.60129 -1.54913 -0.09594
O: 1.72121 -1.89278 -0.02888

Forces on the atoms, in the same order (eV/Å):
2.35 -0.89 -1.20
-1.91 0.54 2.93
3.07 2.14 -0.90
0.70 0.24 3.26
1.07 5.19 -1.82
-4.70 2.15 -3.00
-1.10 2.22 -2.44
-0.30 -1.67 -0.46
0.67 -0.05 3.15
0.06 -1.91 1.80
1.16 0.22 -0.77
-1.60 -2.87 -0.70
2.49 -2.73 0.84
-1.83 0.20 -1.03
-0.14 -2.81 0.33

Values from the calculation:
Relative energy (zero: lowest compared OMol25 entry of this formula, charge and spin)   91.46 kcal per mole
LUMO   -0.8 eV
Gap between HOMO and LUMO   9.0 eV
E_HOMO   -9.862 eV
E   -362.66774 a.u.
SMILES   CC1=CC(C)=NC1=O
Net charge   0

---

A molecular structure, C31H51ClN6PRhSi. Source: the OMol25 dataset; level of theory: wB97M-V/def2-TZVPD.

Positions of all 92 atoms, in Å:
Rh: 1.26300 0.49018 0.01683
C: 4.49938 -1.03681 1.77572
C: 4.51448 0.22978 0.96827
C: 5.69534 0.83339 0.57198
C: 5.63931 1.98579 -0.21366
C: 4.42201 2.53404 -0.55247
C: 3.27666 1.93624 -0.01452
N: 3.32772 0.78893 0.70361
N: 1.98323 2.33516 -0.22815
Si: 1.37882 3.85159 0.38464
C: 2.68956 4.58470 1.50834
C: -0.20032 3.63367 1.36427
C: 1.05332 5.02641 -1.03408
H: 4.76453 -0.82460 2.81331
H: 5.21593 -1.76566 1.39469
H: 3.50238 -1.47436 1.76944
H: 6.64344 0.38978 0.84501
H: 6.55753 2.43121 -0.57702
H: 4.32318 3.38962 -1.20474
H: 2.89642 3.91796 2.34949
H: 2.34336 5.53959 1.91159
H: 3.63159 4.76411 0.98707
H: -0.33351 2.60196 1.69109
H: -1.07000 3.91206 0.76587
H: -0.18382 4.27733 2.24776
H: 1.97835 5.30587 -1.54379
H: 0.56541 5.94246 -0.69012
H: 0.39961 4.54934 -1.76803
N: -0.58263 0.45743 -0.32009
P: -1.73528 -0.47019 0.13912
N: -1.34449 -2.01213 0.68976
C: -1.20606 -3.13649 -0.23521
C: -1.64026 -4.43448 0.46377
C: -1.38592 -4.34440 1.97269
C: -0.13340 -3.51564 2.23143
C: -0.34463 -2.06905 1.75788
N: -2.84221 -0.73007 -1.07046
C: -2.68679 -0.22977 -2.42689
C: -2.82854 -1.36563 -3.43155
C: -4.09465 -2.20839 -3.14664
C: -4.93442 -1.59702 -2.02590
C: -4.10496 -1.40737 -0.76141
N: -2.60376 0.11446 1.44436
C: -3.33595 -0.66677 2.42903
C: -3.01113 -0.15137 3.84167
C: -2.60922 1.32718 3.79249
C: -3.43097 2.04617 2.72753
C: -3.10797 1.48136 1.33439
H: -0.16421 -3.22141 -0.57332
H: -1.80746 -2.94770 -1.12111
H: -1.07521 -5.26771 0.03765
H: -2.69617 -4.63706 0.27112
H: -1.29466 -5.34079 2.40810
H: -2.23659 -3.86536 2.46410
H: 0.71210 -3.96510 1.70231
H: 0.12969 -3.51438 3.29004
H: 0.61260 -1.63999 1.41196
H: -0.68421 -1.43983 2.58354
H: -1.71422 0.24686 -2.47973
H: -3.42925 0.55241 -2.62481
H: -1.93462 -1.99176 -3.37411
H: -2.85170 -0.95470 -4.44333
H: -3.81392 -3.22655 -2.86117
H: -4.70205 -2.30318 -4.04806
H: -5.78868 -2.23381 -1.78860
H: -5.34494 -0.63772 -2.34938
H: -3.89872 -2.39403 -0.32590
H: -4.67482 -0.84593 -0.01422
H: -3.07807 -1.71837 2.32027
H: -4.41563 -0.58352 2.24092
H: -2.21064 -0.74555 4.28921
H: -3.89131 -0.27889 4.47796
H: -1.54911 1.41513 3.54684
H: -2.74812 1.79221 4.77013
H: -3.24032 3.12064 2.73549
H: -4.49393 1.91558 2.95177
H: -2.34296 2.07677 0.84381
H: -4.00452 1.51177 0.69522
Cl: 0.51449 -0.08659 -3.75289
C: 2.23325 -0.15626 -3.52522
C: 3.03239 0.25491 -4.58077
C: 4.41031 0.18814 -4.47034
C: 4.97270 -0.31357 -3.30621
C: 4.15641 -0.71850 -2.26583
C: 2.76241 -0.62901 -2.32240
C: 1.94159 -1.03568 -1.14844
H: 2.56046 0.61855 -5.48325
H: 5.03318 0.51000 -5.29457
H: 6.04773 -0.39457 -3.20560
H: 4.60846 -1.12764 -1.37618
H: 2.52933 -1.69531 -0.50710
H: 1.01528 -1.53006 -1.44624

Forces on the atoms, in the same order (eV/Å):
0.13 -0.10 1.37
0.01 -0.05 -0.04
-0.17 -0.11 0.25
0.01 0.06 -0.05
0.01 -0.08 0.02
0.10 -0.06 0.27
-0.24 0.33 -0.18
0.19 0.11 -0.76
0.56 -0.47 -0.11
-0.08 0.14 -0.21
0.03 -0.03 -0.02
-0.02 0.00 0.02
-0.02 0.00 0.00
0.00 0.01 0.00
0.00 0.02 -0.01
-0.01 0.00 -0.02
-0.01 0.00 -0.01
-0.01 0.01 0.00
0.01 0.00 0.00
0.00 0.01 0.00
-0.02 -0.01 -0.01
-0.02 0.01 0.02
0.00 -0.02 0.02
0.00 -0.04 -0.01
0.00 0.00 -0.01
0.00 -0.01 0.00
0.02 0.00 0.00
0.00 0.00 0.01
-0.81 -0.26 -0.40
0.31 0.25 0.01
0.05 -0.14 -0.01
0.03 0.04 0.04
0.02 -0.01 -0.02
-0.02 0.00 0.01
0.04 0.01 0.00
-0.16 0.01 -0.02
-0.10 -0.07 0.10
0.00 0.08 0.01
0.02 -0.02 -0.02
0.00 0.00 -0.01
-0.01 0.00 -0.01
0.06 -0.02 -0.02
-0.06 -0.07 0.08
0.02 -0.04 -0.02
-0.03 -0.01 0.03
-0.02 0.02 0.01
0.00 0.02 0.00
-0.01 -0.05 -0.03
-0.03 0.00 0.02
-0.01 0.02 -0.04
-0.01 -0.01 0.00
0.00 0.02 0.01
0.02 0.00 -0.01
0.00 0.00 0.00
-0.02 -0.01 -0.02
0.00 0.01 0.00
0.07 0.02 0.02
0.01 -0.01 -0.02
0.07 0.02 -0.02
-0.02 -0.01 -0.02
-0.01 0.01 -0.01
-0.02 0.02 0.00
0.01 0.01 0.03
0.00 -0.02 0.00
0.00 -0.02 -0.02
0.01 0.00 0.01
-0.01 0.02 0.02
-0.02 0.03 0.00
-0.03 0.03 0.00
-0.01 0.02 0.01
0.01 0.02 0.00
0.00 -0.01 0.00
0.02 0.00 -0.03
0.00 0.00 0.00
0.01 0.00 0.01
0.00 -0.01 0.00
0.03 0.03 -0.02
-0.01 0.00 0.02
-0.05 0.00 0.02
-0.01 0.05 0.03
-0.04 0.00 0.03
0.03 0.00 -0.01
0.02 0.00 -0.01
-0.03 0.04 -0.03
0.02 -0.02 0.02
0.10 0.28 -0.49
0.01 0.00 0.00
0.01 0.00 0.01
-0.01 0.00 -0.01
0.05 -0.02 0.18
-0.01 0.01 0.09
0.03 0.02 -0.05

Values from the calculation:
Relative energy (zero: lowest compared OMol25 entry of this formula, charge and spin)   14.31 kcal per mole
LUMO (alpha / beta)   0.0 / 0.0 eV
Gap between HOMO and LUMO (alpha / beta)   7.1 / 7.1 eV
E_HOMO (alpha / beta)   -7.145 / -7.145 eV
E   -2742.02283 a.u.
Net charge   0